Formula: C14H8NO6RuS
Source: OMol25
Level of theory: ωB97M-V with the def2-TZVPD basis set

Atoms and positions in Å:
Ru: 0.21 0.08 -0.17
O: -2.45 1.84 2.43
C: -1.78 1.08 1.55
O: -0.83 1.63 0.86
C: -2.11 -0.28 1.40
C: -3.00 -1.07 2.16
C: -3.04 -2.42 1.96
C: -2.18 -3.04 1.02
C: -1.34 -2.22 0.30
N: -1.36 -0.91 0.44
C: -0.23 -2.67 -0.67
O: -0.04 -3.84 -0.90
O: 0.44 -1.68 -1.15
H: -2.06 2.73 2.45
H: -3.60 -0.58 2.91
H: -3.72 -3.04 2.53
H: -2.15 -4.11 0.89
O: 3.11 -0.45 3.01
C: 2.65 -0.02 1.98
O: 1.47 -0.23 1.58
C: 3.56 0.85 1.09
C: 4.82 1.06 1.65
C: 5.78 1.84 1.03
C: 5.48 2.45 -0.18
C: 4.25 2.26 -0.75
C: 3.27 1.44 -0.15
S: 1.88 1.28 -1.20
H: 5.04 0.59 2.60
H: 6.75 1.97 1.49
H: 6.21 3.07 -0.67
H: 4.00 2.71 -1.69

Output
Strongest force on any atom   2.61 eV Å⁻¹
Frontier orbital gap (alpha / beta)   6.2 / 6.6 eV
Energy relative to the best compared isomer or geometry (same formula, charge and spin)   0.8 kcal/mol
DFT total energy   -1537.53456 a.u.
Expectation value of S²   8.792
HOMO (alpha / beta)   -0.2511 / -0.3585 hartree
2S+1   6